No. 1
Density functional theory data (ωB97M-V/def2-TZVPD) for 13 unconnected molecules or ions with the total composition C52H92O19 in a non-equilibrium geometry.

The geometry in ORCA input format:
```
! RIJCOSX wB97M-V def2-TZVPD def2/J DEFGRID3
* xyz 0 1
C 3.602 0.644 -2.658
C 3.025 -0.346 -1.645
C 3.894 -1.557 -1.924
O 5.193 -1.037 -2.136
C 5.119 0.299 -2.630
H 3.393 1.687 -2.429
H 3.226 0.340 -3.634
H 1.987 -0.600 -1.871
H 3.122 0.072 -0.643
H 3.498 -2.108 -2.786
H 3.888 -2.267 -1.096
H 5.549 0.337 -3.630
H 5.607 1.019 -1.969
C 3.431 4.020 -0.751
C 4.793 4.226 -1.407
C 5.699 4.007 -0.196
O 5.085 2.985 0.561
C 3.686 2.838 0.162
H 2.669 3.830 -1.510
H 3.142 4.896 -0.164
H 4.817 5.231 -1.828
H 4.890 3.444 -2.161
H 5.738 4.943 0.373
H 6.686 3.732 -0.570
H 3.048 2.974 1.035
H 3.605 1.873 -0.333
C -1.490 4.052 -4.515
C -0.226 3.710 -3.733
C -0.699 3.572 -2.287
O -2.019 3.073 -2.407
C -2.603 3.377 -3.672
H -1.508 3.690 -5.541
H -1.675 5.126 -4.532
H 0.415 4.595 -3.748
H 0.232 2.820 -4.160
H -0.687 4.591 -1.870
H -0.166 2.915 -1.600
H -3.436 4.074 -3.539
H -2.994 2.402 -3.963
C -4.653 4.192 0.154
C -3.215 4.296 0.622
C -2.927 2.869 1.121
O -4.165 2.448 1.659
C -5.266 2.975 0.946
H -4.745 3.969 -0.912
H -5.245 5.093 0.317
H -3.225 5.044 1.416
H -2.581 4.602 -0.209
H -2.255 2.915 1.979
H -2.529 2.237 0.323
H -6.067 3.355 1.574
H -5.624 2.264 0.199
C -4.375 0.577 -2.208
C -5.699 -0.200 -2.387
C -5.682 -1.222 -1.255
O -4.300 -1.549 -1.144
C -3.504 -0.388 -1.377
H -4.363 1.562 -1.747
H -4.009 0.602 -3.235
H -5.755 -0.659 -3.368
H -6.520 0.493 -2.175
H -6.249 -2.106 -1.550
H -6.027 -0.858 -0.282
H -2.619 -0.592 -1.981
H -3.125 0.154 -0.510
C -2.601 -4.380 0.806
C -2.357 -5.062 2.150
C -3.609 -4.711 2.920
O -4.628 -4.815 1.929
C -4.144 -4.460 0.651
H -2.079 -4.859 -0.021
H -2.234 -3.358 0.909
H -1.508 -4.609 2.670
H -2.288 -6.149 2.169
H -3.633 -3.699 3.347
H -3.824 -5.374 3.757
H -4.532 -3.493 0.325
H -4.421 -5.249 -0.055
C 0.552 0.908 0.938
C -0.175 0.025 -0.076
C 0.069 -1.371 0.437
O 1.390 -1.285 1.006
C 1.740 0.053 1.445
H -0.170 1.087 1.736
H 0.858 1.863 0.513
H 0.288 0.184 -1.056
H -1.201 0.375 -0.145
H 0.058 -2.218 -0.244
H -0.609 -1.598 1.267
H 2.702 0.339 1.035
H 1.636 0.066 2.528
O 3.255 -5.127 -1.710
C 2.586 -5.036 -0.713
O 3.045 -5.535 0.443
C 2.389 -4.927 1.535
C 1.146 -4.245 1.030
C 1.285 -4.224 -0.522
H 3.062 -4.275 2.099
H 2.091 -5.711 2.238
H 1.019 -3.279 1.522
H 0.263 -4.800 1.349
H 1.424 -3.268 -1.020
H 0.476 -4.752 -1.023
O 1.320 2.639 3.687
C 1.126 3.798 3.414
O 0.810 4.171 2.181
C 0.603 5.603 2.004
C 1.233 6.228 3.235
C 1.270 5.054 4.257
H -0.486 5.633 1.997
H 1.044 5.937 1.071
H 0.767 7.035 3.795
H 2.282 6.496 3.097
H 0.441 5.170 4.958
H 2.188 5.016 4.839
O -1.446 -2.965 -2.232
C -2.123 -3.801 -2.733
O -1.948 -5.154 -2.559
C -2.958 -5.946 -3.193
C -4.063 -4.900 -3.465
C -3.284 -3.648 -3.656
H -3.306 -6.611 -2.407
H -2.617 -6.386 -4.130
H -4.694 -4.877 -2.574
H -4.695 -5.122 -4.326
H -3.926 -2.792 -3.475
H -2.734 -3.677 -4.606
O 4.448 -1.409 6.229
C 4.780 -0.399 5.657
O 5.550 0.507 6.265
C 5.838 1.661 5.450
C 4.819 1.512 4.312
C 4.424 0.029 4.292
H 6.863 1.599 5.092
H 5.603 2.516 6.079
H 5.286 1.797 3.363
H 3.950 2.173 4.330
H 5.049 -0.491 3.561
H 3.393 -0.227 4.067
O -2.209 -0.838 -4.959
C -1.059 -1.103 -5.105
O -0.610 -2.210 -5.743
C 0.794 -2.407 -5.549
C 1.342 -1.082 -5.043
C 0.116 -0.378 -4.504
H 1.215 -2.699 -6.508
H 0.989 -3.176 -4.799
H 1.645 -0.496 -5.914
H 2.114 -1.260 -4.304
H 0.153 0.694 -4.675
H 0.077 -0.567 -3.425
O -0.411 -3.530 6.966
C -0.418 -2.732 6.081
O -0.555 -3.074 4.778
C -0.389 -1.959 3.898
C -0.085 -0.735 4.777
C -0.268 -1.249 6.194
H -1.358 -1.817 3.418
H 0.423 -2.092 3.185
H -0.696 0.123 4.498
H 0.925 -0.340 4.640
H -1.196 -0.823 6.587
H 0.518 -1.004 6.904
*
```

- gap between HOMO and LUMO (eV) = 9.12
- E_tot (eV) = -94315.2244
- molar mass (g/mol) = 1021.3
- HOMO (Eh) = -0.3350
- maximum force (eV/A) = 2.63

No. 2
Density functional theory data (ωB97M-V/def2-TZVPD) for a single C8H12N2O3S molecule in a non-equilibrium geometry.

The geometry in ORCA input format:
```
! RIJCOSX wB97M-V def2-TZVPD def2/J DEFGRID3
* xyz 0 1
C 0.924 -0.293 -2.062
C -0.161 0.038 -2.793
C 0.449 0.474 0.291
C 1.001 0.604 1.693
C 1.202 -0.091 -0.670
C -2.411 0.797 -3.229
C 1.508 -0.557 3.750
C 0.127 -1.670 2.046
N -1.252 0.744 -2.379
N 0.860 -0.498 2.460
O 1.556 1.618 2.068
O -2.321 2.577 -1.057
O -0.769 1.044 0.111
S -1.016 2.012 -1.221
H 1.691 -0.832 -2.598
H -0.203 -0.293 -3.824
H 2.153 -0.488 -0.339
H -2.924 -0.168 -3.216
H -3.081 1.556 -2.830
H -2.149 1.046 -4.261
H 2.198 -1.403 3.787
H 2.059 0.370 3.889
H 0.772 -0.661 4.550
H 0.794 -2.437 1.642
H -0.399 -2.086 2.906
H -0.607 -1.404 1.287
*
```

- gap between HOMO and LUMO (eV) = 8.61
- E_tot (eV) = -28446.7024
- molar mass (g/mol) = 216.3
- HOMO (Eh) = -0.2945
- maximum force (eV/A) = 1.32

No. 3
Density functional theory data (ωB97M-V/def2-TZVPD) for 2 unconnected molecules or ions with the total composition C4H10O3.

The geometry in ORCA input format:
```
! RIJCOSX wB97M-V def2-TZVPD def2/J DEFGRID3
* xyz 0 1
C -2.479 -0.848 0.286
O -1.550 0.201 0.143
C -0.421 -0.175 -0.580
C 0.724 0.775 -0.291
O 0.597 1.778 0.375
C 2.097 0.421 -0.850
O 3.071 1.268 -0.328
H -3.332 -0.444 0.834
H -2.050 -1.686 0.857
H -2.823 -1.226 -0.688
H -0.087 -1.195 -0.319
H -0.615 -0.177 -1.669
H 2.049 0.491 -1.950
H 2.326 -0.628 -0.609
H 2.582 1.942 0.177
H 0.147 -0.529 2.460
H -0.234 0.033 2.154
*
```

- gap between HOMO and LUMO (eV) = 11.00
- E_tot (eV) = -10450.6961
- SMILES = COCC(=O)CO.[H][H]
- molar mass (g/mol) = 106.1
- HOMO (Eh) = -0.3753
- maximum force (eV/A) = 0.49

No. 4
Density functional theory data (ωB97M-V/def2-TZVPD) for 10 unconnected molecules or ions with the total composition C67H89BF3N10O3PS in a non-equilibrium geometry.

The geometry in ORCA input format:
```
! RIJCOSX wB97M-V def2-TZVPD def2/J DEFGRID3
* xyz 0 1
C 9.250 2.321 1.935
C 9.060 3.095 0.604
C 7.756 2.713 -0.114
C 6.687 3.818 -0.164
C 6.436 4.552 1.168
C 6.215 6.070 0.985
C 4.760 6.525 1.191
C 3.736 5.640 0.461
C 2.475 6.404 -0.016
C 1.183 5.728 0.461
C -0.029 5.909 -0.491
C -1.248 6.435 0.264
C -2.581 6.173 -0.456
C -3.779 6.303 0.474
C -3.785 7.304 1.442
C -4.867 7.407 2.302
C -5.960 6.544 2.203
B -7.093 6.738 3.286
O -7.339 8.028 3.742
O -7.797 5.678 3.841
C -7.021 5.154 4.935
C -7.480 3.740 5.306
C -5.993 5.564 1.194
C -4.886 5.442 0.352
S -4.804 4.214 -0.925
C -6.212 3.200 -0.580
C -6.327 1.995 -1.297
C -5.252 1.576 -2.286
C -4.923 0.081 -2.188
C -4.358 -0.226 -0.854
F -3.075 0.133 -0.682
C -5.009 -0.720 0.183
F -6.078 -1.471 0.127
F -4.607 -0.515 1.421
C -7.446 1.182 -1.114
C -8.418 1.551 -0.196
C -8.283 2.734 0.524
P -9.614 3.184 1.658
O -10.687 3.955 0.972
C -7.179 3.584 0.347
N -7.169 4.779 1.097
H 8.497 1.550 2.071
H 10.217 1.831 1.997
H 9.127 3.012 2.767
H 9.924 2.915 -0.030
H 9.064 4.151 0.858
H 7.313 1.799 0.279
H 8.012 2.487 -1.152
H 6.930 4.508 -0.968
H 5.752 3.338 -0.455
H 5.568 4.094 1.637
H 7.269 4.431 1.855
H 6.833 6.592 1.715
H 6.523 6.413 -0.001
H 4.567 6.475 2.265
H 4.669 7.569 0.894
H 3.415 4.872 1.160
H 4.222 5.143 -0.377
H 2.493 6.528 -1.097
H 2.544 7.401 0.414
H 1.315 4.663 0.632
H 0.923 6.175 1.419
H 0.220 6.585 -1.306
H -0.244 4.933 -0.925
H -1.308 6.014 1.266
H -1.125 7.513 0.359
H -2.720 6.941 -1.219
H -2.564 5.195 -0.925
H -2.977 8.007 1.550
H -4.849 8.174 3.061
H -6.897 8.202 4.577
H -7.181 5.808 5.794
H -5.961 5.121 4.679
H -7.916 3.720 6.299
H -6.621 3.073 5.312
H -8.183 3.361 4.574
H -5.677 1.725 -3.278
H -4.334 2.134 -2.161
H -4.169 -0.168 -2.936
H -5.774 -0.551 -2.417
H -7.588 0.266 -1.664
H -9.289 0.925 -0.069
H -10.066 1.945 2.159
H -9.054 3.958 2.682
H -7.968 5.357 0.867
C 8.957 -2.383 2.656
C 10.020 -2.938 1.891
C 10.011 -2.322 0.670
N 8.980 -1.417 0.665
C 8.336 -1.448 1.874
H 8.684 -2.644 3.664
H 10.711 -3.701 2.206
H 10.643 -2.447 -0.192
H 8.738 -0.821 -0.107
H 7.496 -0.804 2.070
C -2.835 2.565 -4.854
C -2.649 1.438 -5.700
C -3.322 1.689 -6.865
N -3.909 2.920 -6.754
C -3.615 3.462 -5.533
H -2.440 2.700 -3.860
H -2.085 0.547 -5.478
H -3.434 1.100 -7.760
H -4.469 3.359 -7.460
H -3.985 4.434 -5.252
C -2.870 0.312 3.699
C -1.756 0.698 4.492
C -2.215 0.936 5.759
N -3.565 0.713 5.764
C -3.971 0.328 4.509
H -2.860 0.056 2.657
H -0.733 0.790 4.167
H -1.702 1.244 6.654
H -4.161 0.817 6.564
H -5.004 0.101 4.301
C 4.106 -2.138 -1.909
C 4.525 -3.479 -2.122
C 5.742 -3.631 -1.512
N 6.076 -2.435 -0.943
C 5.084 -1.521 -1.176
H 3.193 -1.682 -2.252
H 3.988 -4.242 -2.662
H 6.396 -4.482 -1.435
H 6.920 -2.255 -0.429
H 5.158 -0.514 -0.802
C 1.041 -8.135 -4.418
C 0.688 -7.653 -3.128
C 1.757 -6.941 -2.654
N 2.742 -6.976 -3.605
C 2.310 -7.697 -4.682
H 0.431 -8.732 -5.079
H -0.243 -7.811 -2.610
H 1.902 -6.414 -1.726
H 3.641 -6.539 -3.524
H 2.943 -7.837 -5.543
C 3.813 -9.991 -9.582
C 3.011 -8.818 -9.643
C 2.355 -8.711 -8.446
N 2.726 -9.773 -7.667
C 3.616 -10.555 -8.350
H 4.460 -10.374 -10.353
H 2.928 -8.134 -10.470
H 1.659 -7.974 -8.082
H 2.394 -9.951 -6.735
H 4.031 -11.443 -7.903
C -7.219 -3.088 7.485
C -7.548 -2.031 8.377
C -6.995 -0.885 7.872
N -6.342 -1.211 6.712
C -6.477 -2.550 6.469
H -7.496 -4.124 7.580
H -8.124 -2.104 9.283
H -7.009 0.128 8.236
H -5.841 -0.568 6.131
H -6.034 -3.001 5.597
C 8.398 -6.608 6.091
C 9.484 -5.773 6.471
C 9.097 -4.477 6.257
N 7.821 -4.498 5.761
C 7.387 -5.792 5.660
H 8.364 -7.683 6.132
H 10.439 -6.088 6.857
H 9.617 -3.547 6.413
H 7.286 -3.689 5.509
H 6.402 -6.019 5.291
C -3.528 -9.000 -6.619
C -2.209 -8.528 -6.861
C -1.571 -9.471 -7.623
N -2.452 -10.494 -7.847
C -3.647 -10.214 -7.242
H -4.300 -8.505 -6.055
H -1.780 -7.602 -6.516
H -0.571 -9.503 -8.023
H -2.251 -11.322 -8.374
H -4.474 -10.899 -7.306
*
```

- gap between HOMO and LUMO (eV) = 7.99
- E_tot (eV) = -120917.6035
- SMILES = CCCCCCCCCCCCCc1ccc(B(O)OCC)c2c1Sc1c(CCC(F)=C(F)F)ccc([PH2]=O)c1N2.c1cc[nH]c1.c1cc[nH]c1.c1cc[nH]c1.c1cc[nH]c1.c1cc[nH]c1.c1cc[nH]c1.c1cc[nH]c1.c1cc[nH]c1.c1cc[nH]c1
- molar mass (g/mol) = 1213.4
- HOMO (Eh) = -0.2825
- maximum force (eV/A) = 1.40

No. 5
Density functional theory data (ωB97M-V/def2-TZVPD) for a molecular structure, C2HBr2Cl2F in a non-equilibrium geometry.

The geometry in ORCA input format:
```
! RIJCOSX wB97M-V def2-TZVPD def2/J DEFGRID3
* xyz 0 1
C -0.180 0.223 -0.889
C -1.846 0.194 -0.579
F -0.156 -0.233 -2.110
Cl 0.656 1.789 -0.656
Cl -2.745 0.542 -2.059
Br -2.135 -1.661 0.123
Br -2.471 1.352 0.917
H 0.228 -0.574 -0.287
*
```

- gap between HOMO and LUMO (eV) = 10.24
- E_tot (eV) = -169936.4703
- molar mass (g/mol) = 274.7
- HOMO (Eh) = -0.3843
- maximum force (eV/A) = 3.13

No. 6
Density functional theory data (ωB97M-V/def2-TZVPD) for a molecular structure, C39H51HfN6OP2STe in a non-equilibrium geometry.

The geometry in ORCA input format:
```
! RIJCOSX wB97M-V def2-TZVPD def2/J DEFGRID3
* xyz 2 2
Hf -0.690 0.299 -0.418
C -2.376 2.717 2.785
C -2.112 1.741 1.679
N -0.866 1.248 1.471
N 0.066 1.749 2.308
C 1.226 1.276 2.503
N 2.098 1.951 3.289
S 1.831 -0.303 1.835
C -3.146 1.298 0.830
C -4.498 1.660 1.060
C -5.484 1.254 0.208
C -5.136 0.458 -0.902
C -3.820 0.104 -1.062
N -2.825 0.480 -0.240
H -1.432 3.132 3.125
H -3.019 3.526 2.450
H -2.852 2.237 3.640
H 1.704 2.730 3.796
H 2.774 1.402 3.796
H -4.740 2.240 1.933
H -6.512 1.534 0.382
H -5.885 0.126 -1.600
H -3.524 -0.527 -1.896
C -0.083 -2.858 2.558
P -1.049 -2.094 1.198
C -2.626 -1.781 2.090
C -1.492 -3.653 0.284
C -2.131 -3.379 -1.075
P -1.200 -2.031 -1.965
C 0.396 -2.888 -2.326
C -1.958 -2.131 -3.644
H -0.609 -3.733 2.940
H 0.061 -2.130 3.355
H 0.901 -3.159 2.201
H -2.884 -2.655 2.688
H -3.434 -1.565 1.392
H -2.494 -0.924 2.750
H -2.160 -4.247 0.917
H -0.566 -4.222 0.148
H -3.163 -3.033 -0.941
H -2.158 -4.295 -1.674
H 0.208 -3.888 -2.721
H 1.018 -2.954 -1.433
H 0.930 -2.305 -3.079
H -2.598 -3.007 -3.728
H -1.173 -2.189 -4.397
H -2.546 -1.239 -3.851
C -1.814 4.307 -2.855
C -1.425 3.381 -1.852
N -1.114 2.609 -1.057
H -1.687 3.855 -3.840
H -1.211 5.214 -2.795
H -2.864 4.561 -2.710
C 9.147 -1.552 2.593
C 7.809 -1.183 2.046
C 7.285 -1.835 0.937
C 6.036 -1.525 0.429
C 5.540 -2.271 -0.782
C 5.275 -0.506 1.028
Te 3.382 -0.167 -0.047
N 1.263 0.258 -1.009
C 0.922 0.420 -2.247
O -0.365 0.533 -2.467
C 1.833 0.472 -3.406
C 3.016 -0.260 -3.469
C 3.799 -0.224 -4.610
C 3.405 0.529 -5.706
C 2.236 1.272 -5.644
C 1.459 1.248 -4.501
C 3.981 1.768 -0.712
C 5.222 1.680 -1.333
C 5.759 2.764 -2.000
C 5.047 3.951 -2.046
C 3.822 4.040 -1.411
C 3.263 2.959 -0.733
C 1.960 3.136 -0.021
C 5.800 0.168 2.129
C 5.042 1.265 2.806
C 7.045 -0.186 2.630
H 9.735 -2.083 1.850
H 9.029 -2.201 3.460
H 9.692 -0.670 2.918
H 7.872 -2.601 0.454
H 6.284 -2.998 -1.102
H 5.359 -1.587 -1.617
H 4.611 -2.810 -0.567
H 3.295 -0.906 -2.643
H 4.713 -0.798 -4.650
H 4.001 0.524 -6.606
H 1.921 1.858 -6.493
H 0.541 1.813 -4.437
H 5.773 0.752 -1.278
H 6.717 2.677 -2.489
H 5.445 4.805 -2.572
H 3.277 4.972 -1.437
H 1.402 3.972 -0.437
H 2.134 3.345 1.034
H 1.348 2.233 -0.105
H 4.233 1.612 2.164
H 5.696 2.101 3.039
H 4.653 0.892 3.755
H 7.423 0.338 3.494
*
```

- gap between HOMO and LUMO (spin up / spin down) (eV) = 5.51 / 7.31
- E_tot (eV) = -90260.5427
- molar mass (g/mol) = 1020.0
- HOMO (spin up / spin down) (Eh) = -0.4051 / -0.4796
- maximum force (eV/A) = 1.86